Record 1
C47H76GeN3O10P2S2Si4SnTe as an isolated structure, computed with the ωB97M-V functional and the def2-TZVPD basis.

For the LUMO energy, the calculation gives -0.0652 Eh. The net charge is +1. The calculation puts the frontier orbital gap at 7.8 eV.

Each line ends with the Löwdin charge.
Atoms and positions in Å:
1 Sn -0.171 -0.425 -0.033  1.205
2 C -0.873 -2.694 4.892  -0.030
3 N -0.061 -1.493 4.764  -0.115
4 C 0.270 -0.630 5.789  -0.037
5 C 1.055 0.324 5.266  -0.041
6 N 1.205 0.037 3.912  0.021
7 C 0.520 -1.102 3.609  -0.680
8 S 0.444 -2.006 2.179  0.641
9 C 1.991 0.850 3.043  -0.265
10 C 3.185 1.364 3.528  0.011
11 C 3.888 2.237 2.719  -0.038
12 C 3.375 2.555 1.472  -0.042
13 C 2.187 1.963 1.076  -0.131
14 N 1.501 1.114 1.847  0.080
15 H -1.300 -2.713 5.890  0.095
16 H -0.260 -3.580 4.731  0.092
17 H -1.665 -2.682 4.147  0.086
18 H -0.101 -0.755 6.789  0.132
19 H 1.488 1.199 5.713  0.124
20 H 3.555 1.081 4.503  0.120
21 H 4.823 2.662 3.059  0.118
22 H 3.882 3.248 0.814  0.112
23 H 1.746 2.177 0.112  0.093
24 C -2.933 -3.917 -0.995  -0.048
25 C -2.051 -3.455 -2.145  -0.590
26 O -2.384 -4.147 -3.349  -0.041
27 P -2.320 -1.694 -2.525  0.459
28 O -3.750 -1.575 -3.195  -0.083
29 O -1.295 -1.347 -3.666  -0.106
30 O -2.251 -0.830 -1.313  -0.400
31 P -0.254 -3.544 -1.773  0.339
32 O 0.056 -5.057 -1.357  -0.092
33 O 0.410 -3.260 -3.080  -0.270
34 O 0.001 -2.649 -0.579  -0.510
35 H -3.986 -3.753 -1.228  0.090
36 H -2.687 -3.362 -0.090  0.084
37 H -2.781 -4.983 -0.824  0.089
38 H -1.569 -4.408 -3.800  0.098
39 H -3.882 -2.219 -3.905  0.101
40 H -0.505 -1.949 -3.640  0.046
41 H -0.090 -5.219 -0.418  0.090
42 C 3.755 -4.261 -3.280  -0.091
43 C 3.627 -2.789 -2.894  -0.293
44 C 3.490 -2.666 -1.385  -0.339
45 S 3.283 -1.038 -0.644  0.972
46 O 1.912 -0.505 -1.048  -0.673
47 C 4.467 -0.047 -1.589  -0.324
48 C 3.938 0.552 -2.894  -0.271
49 C 3.193 1.872 -2.710  -0.093
50 H 3.890 -4.364 -4.356  0.080
51 H 2.853 -4.805 -2.999  0.069
52 H 4.611 -4.727 -2.787  0.079
53 H 2.740 -2.375 -3.369  0.092
54 H 4.502 -2.240 -3.248  0.102
55 H 4.356 -3.084 -0.863  0.103
56 H 2.602 -3.197 -1.037  0.078
57 H 5.323 -0.707 -1.743  0.093
58 H 4.775 0.742 -0.901  0.078
59 H 3.289 -0.159 -3.401  0.094
60 H 4.802 0.712 -3.543  0.116
61 H 2.240 1.723 -2.207  0.043
62 H 2.986 2.325 -3.679  0.080
63 H 3.793 2.583 -2.135  0.074
64 C -2.709 6.467 5.023  -0.215
65 Si -2.360 5.508 3.446  0.350
66 C -0.503 5.346 3.220  -0.213
67 C -3.060 6.548 2.046  -0.208
68 Si -3.293 3.352 3.685  0.202
69 Te -2.070 1.854 2.008  0.908
70 Si -2.757 2.587 5.823  0.326
71 C -3.052 0.737 5.936  -0.216
72 C -3.763 3.441 7.154  -0.203
73 C -0.944 2.981 6.127  -0.221
74 Si -5.579 3.215 3.158  0.337
75 C -6.071 1.411 3.068  -0.215
76 C -6.030 4.050 1.541  -0.199
77 C -6.502 4.089 4.538  -0.210
78 H -2.320 7.484 4.929  0.038
79 H -2.242 6.010 5.898  0.013
80 H -3.782 6.539 5.217  0.028
81 H -0.075 6.279 2.844  0.036
82 H -0.253 4.547 2.518  -0.009
83 H -0.019 5.111 4.171  0.019
84 H -2.571 7.525 2.065  0.040
85 H -4.132 6.711 2.175  0.026
86 H -2.907 6.126 1.051  0.008
87 H -4.121 0.518 5.884  0.027
88 H -2.674 0.337 6.880  0.031
89 H -2.569 0.207 5.111  0.007
90 H -4.811 3.138 7.127  0.020
91 H -3.728 4.527 7.053  0.019
92 H -3.365 3.182 8.139  0.039
93 H -0.335 2.761 5.247  0.006
94 H -0.550 2.413 6.974  0.033
95 H -0.826 4.043 6.355  0.025
96 H -5.400 0.866 2.399  0.007
97 H -7.090 1.308 2.686  0.035
98 H -6.026 0.933 4.050  0.023
99 H -5.610 3.527 0.680  0.010
100 H -5.690 5.088 1.508  0.016
101 H -7.118 4.047 1.433  0.042
102 H -6.343 3.602 5.502  0.012
103 H -7.577 4.096 4.339  0.037
104 H -6.174 5.127 4.633  0.028
105 O -2.167 2.385 -2.504  -0.077
106 C -1.318 2.553 -1.515  -0.557
107 O -0.365 1.802 -1.388  -0.072
108 C -1.602 3.641 -0.499  -0.174
109 C -2.727 3.169 0.425  -0.520
110 Ge -3.649 3.278 -3.181  1.046
111 C -3.352 2.928 -5.049  -0.255
112 C -3.176 3.945 -5.983  -0.101
113 C -2.917 3.635 -7.312  -0.080
114 C -2.837 2.309 -7.711  -0.079
115 C -3.013 1.289 -6.785  -0.073
116 C -3.271 1.595 -5.458  -0.090
117 C -3.559 5.147 -2.685  -0.278
118 C -2.495 5.945 -3.113  -0.120
119 C -2.427 7.281 -2.751  -0.072
120 C -3.429 7.839 -1.966  -0.074
121 C -4.492 7.057 -1.539  -0.078
122 C -4.557 5.716 -1.895  -0.097
123 C -5.191 2.401 -2.415  -0.261
124 C -5.089 1.292 -1.581  -0.110
125 C -6.231 0.703 -1.053  -0.071
126 C -7.482 1.217 -1.354  -0.077
127 C -7.597 2.314 -2.199  -0.076
128 C -6.458 2.900 -2.730  -0.110
129 H -1.923 4.547 -1.014  0.089
130 H -0.689 3.851 0.055  0.104
131 H -3.211 4.009 0.913  -0.007
132 H -3.491 2.654 -0.149  0.018
133 H -3.249 4.983 -5.679  0.093
134 H -2.774 4.428 -8.034  0.105
135 H -2.640 2.069 -8.748  0.106
136 H -2.945 0.254 -7.094  0.106
137 H -3.393 0.794 -4.737  0.091
138 H -1.708 5.518 -3.726  0.111
139 H -1.595 7.890 -3.081  0.107
140 H -3.382 8.884 -1.690  0.108
141 H -5.273 7.490 -0.926  0.109
142 H -5.382 5.110 -1.540  0.088
143 H -4.123 0.859 -1.359  0.079
144 H -6.136 -0.164 -0.411  0.109
145 H -8.372 0.760 -0.940  0.106
146 H -8.574 2.708 -2.449  0.107
147 H -6.563 3.748 -3.399  0.108


Record 2
A 10-piece molecular cluster, C47H77FN7O20Si overall in a non-equilibrium geometry, computed with the ωB97M-V functional and the def2-TZVPD basis.

For the LUMO energy, the calculation gives -0.0969 Eh. The net charge is +1. The calculation puts the frontier orbital gap at 8.4 eV.

Each line ends with the Löwdin charge.
Atoms and positions in Å:
1 C -3.010 1.550 4.156  -0.053
2 C -2.529 1.229 2.734  -0.139
3 N -3.419 0.333 1.980  -0.063
4 N -4.329 0.931 1.175  0.233
5 C -4.929 -0.056 0.593  -0.189
6 C -5.999 0.119 -0.455  -0.369
7 O -5.695 0.248 -1.602  0.144
8 N -7.305 0.159 0.032  0.208
9 C -8.294 -0.569 -0.686  -0.483
10 O -8.678 -0.366 -1.769  0.238
11 F -8.750 -1.570 0.107  0.120
12 N -4.438 -1.258 1.002  0.044
13 C -4.868 -2.537 0.441  -0.032
14 C -4.082 -3.004 -0.838  -0.640
15 N -3.057 -3.938 -0.384  0.102
16 N -5.067 -3.714 -1.639  0.100
17 N -3.481 -1.932 -1.613  0.114
18 C -3.477 -0.990 1.933  -0.109
19 Si -2.405 -2.264 2.932  0.590
20 C -0.822 -2.550 2.005  -0.159
21 C -3.331 -3.872 3.181  -0.166
22 C -1.968 -1.578 4.607  -0.156
23 H -3.116 2.631 4.268  0.081
24 H -2.275 1.235 4.896  0.069
25 H -3.973 1.090 4.382  0.081
26 H -2.523 2.142 2.140  0.095
27 H -1.514 0.831 2.688  0.131
28 H -7.360 -0.004 1.030  0.155
29 H -4.796 -3.313 1.196  0.100
30 H -5.921 -2.440 0.169  0.120
31 H -2.264 -3.408 -0.026  0.044
32 H -2.677 -4.386 -1.216  0.096
33 H -4.721 -4.633 -1.891  0.085
34 H -5.219 -3.223 -2.513  0.088
35 H -4.148 -1.308 -2.050  0.060
36 H -2.778 -1.401 -1.115  0.084
37 H -0.887 -3.445 1.380  0.029
38 H -0.042 -2.721 2.750  0.037
39 H -0.546 -1.687 1.397  0.047
40 H -3.051 -4.253 4.167  0.042
41 H -4.422 -3.812 3.172  0.033
42 H -3.025 -4.610 2.435  0.037
43 H -1.847 -2.444 5.265  0.046
44 H -1.015 -1.045 4.575  0.045
45 H -2.729 -0.942 5.058  0.024
46 O 1.464 -0.901 3.034  0.069
47 C 2.493 -1.517 3.149  -0.485
48 O 2.968 -1.876 4.355  0.031
49 C 4.258 -2.513 4.207  -0.139
50 C 4.280 -3.027 2.773  -0.129
51 C 3.420 -1.986 2.059  -0.068
52 H 5.029 -1.762 4.392  0.131
53 H 4.336 -3.304 4.945  0.103
54 H 5.285 -3.125 2.370  0.121
55 H 3.798 -4.006 2.736  0.113
56 H 4.005 -1.137 1.698  0.098
57 H 2.850 -2.387 1.224  0.130
58 O 5.041 -0.297 0.048  0.095
59 C 4.533 0.776 -0.138  -0.478
60 O 4.087 1.527 0.889  0.028
61 C 3.427 2.715 0.390  -0.140
62 C 3.983 2.914 -1.010  -0.157
63 C 4.255 1.478 -1.450  -0.067
64 H 2.350 2.530 0.393  0.119
65 H 3.644 3.542 1.059  0.115
66 H 3.310 3.463 -1.660  0.095
67 H 4.922 3.464 -0.964  0.128
68 H 3.378 1.009 -1.904  0.129
69 H 5.104 1.392 -2.123  0.126
70 O 5.089 3.253 -4.420  0.123
71 C 4.007 2.860 -4.740  -0.488
72 O 2.869 3.348 -4.178  -0.001
73 C 1.725 2.622 -4.667  -0.153
74 C 2.167 2.014 -5.992  -0.159
75 C 3.654 1.783 -5.747  -0.061
76 H 1.463 1.860 -3.928  0.120
77 H 0.894 3.319 -4.764  0.121
78 H 1.614 1.121 -6.264  0.108
79 H 2.041 2.744 -6.792  0.111
80 H 3.852 0.812 -5.289  0.134
81 H 4.260 1.886 -6.642  0.128
82 O -2.344 5.123 -4.232  0.142
83 C -3.175 4.514 -3.630  -0.514
84 O -3.145 3.162 -3.519  -0.014
85 C -4.299 2.685 -2.804  -0.150
86 C -4.788 3.881 -1.992  -0.133
87 C -4.388 5.052 -2.889  -0.061
88 H -5.046 2.353 -3.527  0.133
89 H -3.992 1.838 -2.200  0.103
90 H -5.851 3.832 -1.763  0.122
91 H -4.243 3.936 -1.046  0.083
92 H -5.154 5.294 -3.627  0.138
93 H -4.125 5.955 -2.344  0.116
94 O 2.594 -5.980 5.049  0.107
95 C 2.520 -5.625 6.192  -0.482
96 O 2.922 -4.398 6.582  0.008
97 C 2.820 -4.261 8.013  -0.138
98 C 1.799 -5.311 8.437  -0.145
99 C 2.025 -6.406 7.394  -0.069
100 H 3.806 -4.444 8.443  0.130
101 H 2.520 -3.240 8.235  0.127
102 H 1.929 -5.637 9.466  0.118
103 H 0.791 -4.908 8.335  0.117
104 H 2.809 -7.106 7.688  0.136
105 H 1.129 -6.965 7.138  0.127
106 O 4.716 -12.174 4.172  0.127
107 C 4.272 -11.102 3.893  -0.490
108 O 3.741 -10.273 4.826  0.020
109 C 3.194 -9.096 4.204  -0.159
110 C 3.913 -8.982 2.864  -0.150
111 C 4.174 -10.448 2.525  -0.076
112 H 2.117 -9.240 4.085  0.128
113 H 3.363 -8.245 4.854  0.095
114 H 3.334 -8.442 2.118  0.113
115 H 4.861 -8.460 3.000  0.119
116 H 3.339 -10.906 1.993  0.129
117 H 5.088 -10.617 1.964  0.124
118 O -0.555 2.070 0.138  0.110
119 C -1.041 3.143 -0.078  -0.465
120 O -1.589 3.885 0.917  0.005
121 C -2.243 5.048 0.371  -0.129
122 C -1.592 5.278 -0.987  -0.115
123 C -1.227 3.852 -1.405  -0.038
124 H -3.310 4.823 0.289  0.105
125 H -2.113 5.873 1.067  0.123
126 H -2.245 5.798 -1.686  0.093
127 H -0.687 5.869 -0.864  0.103
128 H -2.043 3.354 -1.931  0.098
129 H -0.325 3.778 -2.006  0.139
130 O 2.095 0.673 -8.709  0.114
131 C 1.895 1.531 -9.519  -0.488
132 O 2.712 2.602 -9.638  0.018
133 C 2.192 3.528 -10.611  -0.147
134 C 1.271 2.696 -11.498  -0.148
135 C 0.756 1.647 -10.514  -0.071
136 H 1.653 4.315 -10.079  0.127
137 H 3.030 3.971 -11.141  0.126
138 H 0.493 3.288 -11.973  0.116
139 H 1.854 2.211 -12.282  0.119
140 H -0.131 1.984 -9.974  0.131
141 H 0.552 0.680 -10.965  0.126
142 O 3.064 5.785 -0.274  0.140
143 C 2.443 6.709 0.155  -0.464
144 O 1.134 6.581 0.504  -0.005
145 C 0.589 7.867 0.859  -0.161
146 C 1.792 8.717 1.254  -0.143
147 C 2.884 8.144 0.352  -0.064
148 H 0.067 8.272 -0.011  0.127
149 H -0.124 7.722 1.668  0.121
150 H 1.617 9.782 1.125  0.118
151 H 2.043 8.539 2.300  0.120
152 H 2.906 8.626 -0.627  0.136
153 H 3.880 8.173 0.784  0.129


| no. | HOMO energy (eV) |
| --- | --- |
| 1 | -9.5 |
| 2 | -11.1 |